Molecular formula: C38H110AsB3F18N9O15
Method: DFT, the ωB97M-V functional and the def2-TZVPD basis

Output
* LUMO level: -5.21 eV
* electronic energy: -7243.125394 a.u.
* highest occupied orbital energy: -13.778 eV
* max |F|: 4.266 eV Å⁻¹
* charge: +3

```
194
Properties=species:S:1:pos:R:3:forces:R:3
H -2.539 -6.890 -5.433 0.9399 -0.6598 -0.4936
H 1.603 -5.872 6.124 -0.2553 -0.1999 -0.1589
H -0.547 5.699 -1.382 -0.2127 0.6245 -0.2172
H 9.765 -2.085 -0.717 -0.1827 -0.5954 -0.1416
C -0.875 -7.586 -4.289 1.1216 0.5181 -1.6779
F 3.685 5.918 -0.665 -0.9174 -0.2896 0.0236
H -4.400 -0.707 4.167 -0.2661 0.1052 0.1201
H 0.524 -6.820 -2.396 0.3597 0.3716 0.5267
H -6.008 -3.107 5.203 0.3099 -0.4567 0.0437
H -1.347 -9.583 -6.244 0.7863 -0.9375 -0.3014
O 7.982 -1.804 0.436 0.2596 -0.0725 -0.2496
F -5.013 4.983 0.280 -0.3738 0.1484 0.0914
H -4.530 0.317 1.483 -0.3155 -0.1460 -0.7243
C -3.181 0.500 -2.587 0.5106 0.8666 0.6360
H 1.163 -0.583 -0.567 -0.5983 0.2463 0.3570
O 1.945 1.850 -4.030 0.7382 0.4685 0.4725
B 3.183 -2.105 -2.080 0.3067 -0.0040 0.3857
F 3.550 -2.160 2.809 0.1192 0.1761 0.2490
N 5.185 -2.446 0.772 1.2440 -0.5667 -1.3739
H -6.607 -0.764 3.715 0.0214 -0.1971 0.0703
H -7.678 -2.678 -0.152 0.0267 0.2759 -0.7998
H 0.115 5.876 -3.554 1.3337 1.0105 0.4641
H -3.573 0.811 -1.641 -0.4102 0.0264 0.7694
F 4.340 -0.244 1.757 -0.3567 0.2263 0.0895
H 3.030 -0.591 5.104 -0.3513 -0.7375 0.2792
H 0.914 -5.566 4.481 0.2470 0.2698 0.4229
H -7.713 -3.109 6.840 -0.3286 -1.5188 -0.0931
H -0.337 -7.857 -7.205 -0.2271 0.7874 0.5349
H 6.260 1.173 0.148 0.1373 -0.1767 -1.0123
C -4.586 -1.782 4.263 0.8941 0.3104 0.3114
C -1.746 6.897 -2.684 -2.4366 0.2013 -0.7394
H -5.999 -3.310 1.253 0.4278 -0.0413 -0.1817
H 7.018 0.865 -1.482 0.9263 0.1233 -0.1503
C -5.754 -1.536 6.616 -0.4600 -0.2689 -0.0489
C 5.110 1.783 -1.555 -0.7130 1.4276 1.7502
H -5.336 -0.574 6.709 1.0591 1.1492 -0.2901
H 1.078 -5.218 -3.134 0.0516 0.1315 0.4490
H 7.781 3.560 -4.420 0.0229 0.0586 0.0429
H -5.987 0.877 0.536 0.4132 0.5297 0.3191
H 6.585 -5.508 1.091 0.7659 -0.4949 0.2212
H -0.133 -5.448 5.882 -0.1393 -0.0704 0.3430
H 1.252 -2.896 7.489 -0.6714 0.1798 0.1874
H 1.870 -1.804 4.744 0.5533 0.7208 0.2508
H 4.985 -5.034 1.474 -0.4415 0.0880 -0.1163
C 1.995 6.822 4.568 -0.1034 -1.4258 -1.2901
F 4.382 -0.361 4.027 -0.0660 -0.2023 0.1661
F 2.352 -0.254 3.013 0.0920 0.1881 -0.2712
H 2.836 7.021 3.903 0.0193 0.3411 0.1886
H -8.684 -2.071 7.807 -0.2344 -0.4373 0.5823
H -0.269 -8.476 -4.266 0.6391 -0.4131 0.3319
F 2.628 4.210 -1.883 -0.0711 0.9505 1.0996
O -0.144 -6.384 -4.273 0.9842 0.0979 0.0577
O 6.344 2.961 -3.126 0.9219 -1.0750 -0.7288
H -7.312 -2.941 8.562 0.8152 0.1312 0.7280
H -0.223 1.928 2.139 0.7827 0.4005 -0.0471
H 4.339 2.060 -0.846 -0.0736 -0.4970 0.3775
H 6.303 3.668 -1.149 -1.1156 -0.9807 -0.8651
H 1.384 6.107 -2.324 -0.1566 -0.1486 -0.9415
H -2.677 -9.415 -5.121 -0.4590 -0.6274 0.8074
H 6.182 4.333 -4.654 0.2907 -0.1174 0.1271
H 9.638 -0.725 0.306 0.6583 0.7585 0.6572
H 0.916 7.397 -3.244 0.3626 1.3259 -0.9840
H -7.313 -4.222 1.645 0.3726 -0.0657 0.0002
H -1.588 -7.588 -3.544 -1.3658 -0.2957 2.1364
F 4.015 -1.597 -3.078 0.6411 0.2586 -0.1391
H -1.114 1.311 -0.801 -0.0353 -0.3642 0.3498
H 5.793 -0.188 -0.882 -0.3308 0.0017 -0.0561
H -0.172 -0.770 0.671 -0.3373 0.3321 -0.0857
H -3.162 6.371 -5.181 -0.5779 -0.0809 0.0680
H 4.340 -2.606 1.330 0.2083 -0.2689 0.0066
C 0.377 3.848 3.008 0.7110 0.7216 0.3195
H 8.752 -0.690 -1.162 -0.3338 -0.0017 -0.5504
H -3.774 5.757 -3.569 0.1316 0.1826 -0.1898
H -2.889 4.670 -4.673 -0.5071 0.6278 -0.0033
N -0.376 4.777 2.041 0.8928 -1.5657 -0.2730
H 1.417 2.633 1.571 -0.8089 -0.7196 1.0054
H -5.189 -2.222 7.256 0.0891 -0.0657 -0.2490
C -7.677 -2.456 7.686 -1.5102 0.8261 -1.9708
F -2.776 6.001 0.030 -0.1225 0.7522 0.5374
C 1.905 -3.417 6.800 1.2984 0.1015 0.3302
C -4.178 0.190 -7.982 2.3751 -0.6997 2.3173
F 1.925 -2.225 -2.579 -0.8406 -0.2763 0.0139
B 2.961 4.737 -0.547 0.1691 -1.1659 -0.5612
C 2.998 -2.354 6.356 1.0203 -0.5855 0.2122
C 3.856 -1.564 7.378 -0.5544 -0.0427 -1.1754
N 2.364 -1.296 5.515 -1.0822 -1.3948 -1.0981
N 4.366 1.269 -2.712 2.3287 -2.2235 0.3064
H 7.098 -2.985 -1.022 0.0429 -0.1916 0.8096
C -0.838 0.723 -1.681 -0.5466 -0.9146 -0.1831
C -1.689 -7.621 -5.565 -0.3311 1.5754 0.0033
C -5.360 0.030 0.814 -1.2190 0.0628 -0.1513
O -5.174 0.265 -8.847 1.1227 -1.1841 -0.7932
B 3.664 -0.730 2.857 -0.2459 0.1793 0.2597
C 7.476 -3.054 0.043 -0.0414 0.1191 -1.1252
C 1.660 2.088 -5.183 3.3276 -0.8579 1.1912
H 2.484 2.002 -6.921 -0.7619 -0.5666 -2.2731
F 3.230 -1.175 -0.974 0.2105 -0.4745 -0.3668
F 3.686 -3.369 -1.626 0.0425 0.5241 0.1299
C -7.576 -0.977 1.176 0.6070 2.0358 -0.0177
C -2.980 5.722 -4.319 -1.4725 -1.5182 -1.7471
C 6.325 -3.406 1.008 0.3850 -0.0316 -0.4076
H 4.136 0.258 -2.575 -0.0735 0.6848 -0.4498
O -3.208 -0.830 -8.296 -2.1918 1.5230 -0.3580
C 0.712 2.459 2.445 -0.2369 0.5549 -0.5957
H -7.725 -1.202 4.862 0.0599 -0.0905 0.4789
C -0.272 7.742 -0.844 1.3566 1.2653 -0.1279
H 3.574 1.802 -2.912 -2.3670 1.0869 -0.4033
C 9.081 -1.328 -0.360 -0.5572 -0.0372 0.6010
O 1.096 5.906 3.866 0.9692 -0.3804 0.0511
H 3.281 -1.011 8.124 0.0040 -0.2540 0.0877
H -9.473 -3.748 1.084 -0.3684 0.4030 -0.0118
N 0.612 6.540 -2.869 -1.1734 -2.5389 1.6782
O -1.745 6.019 -3.843 3.0168 1.1507 2.7889
H 1.413 7.684 4.792 -0.3402 0.7501 -0.1076
H 1.630 -0.876 6.052 -0.4126 0.7596 0.3610
H -1.266 -6.464 -7.350 0.2481 -0.5947 0.4955
H -1.086 7.691 -0.155 -0.4304 0.2433 0.7491
N -1.369 0.796 -4.141 1.9075 -0.8229 0.5602
H -0.204 1.627 -4.980 -0.1483 -0.4020 0.9862
O 2.717 2.339 -6.092 -1.3965 0.4747 3.2371
H -0.272 3.811 3.904 0.1900 -0.0881 -0.5420
H 5.514 -1.514 1.050 -0.3460 0.0207 -0.6657
O -6.219 -0.860 1.581 0.7645 0.6316 -0.2148
H 3.735 -2.818 5.679 -0.4800 -0.1344 0.1572
O -4.038 0.852 -6.956 -0.3580 -1.5642 -2.5156
O -0.758 -0.727 -1.423 -0.3196 2.0754 0.6345
N -0.774 -7.075 -6.669 -0.4236 -0.0151 -0.9066
C -1.834 1.135 -2.770 0.5798 -0.6255 -0.6453
C -7.863 -2.403 0.867 1.6678 -1.2156 1.2163
H 2.354 6.426 5.506 0.1053 -0.4966 0.2836
H 1.172 1.842 3.250 -0.0798 0.5723 -0.7437
C 0.164 -0.998 -0.340 0.5377 -0.9825 -1.8647
F -1.787 3.931 -0.225 0.5232 -0.9967 -0.0785
H -3.844 0.882 -3.340 -0.4909 -0.3853 -0.5406
C -9.259 -2.680 1.236 -0.2646 -1.5962 1.3677
N -6.911 -1.527 4.342 -0.7423 0.3530 -0.4960
H 8.313 -3.798 -0.002 -0.8661 0.1763 0.4482
F 3.695 3.762 0.128 0.1196 0.1485 0.1136
F -3.145 4.259 1.759 0.1864 0.3819 0.1112
H 2.410 4.691 2.573 -0.9819 0.0785 1.2986
H -1.207 4.318 1.734 -1.2305 -0.4712 -0.0491
H -0.232 8.757 -1.316 0.0388 -0.7136 0.5653
H -0.643 5.617 2.522 0.1760 0.7129 0.2395
H -3.465 -1.375 -9.085 -0.0331 1.0355 0.8786
As -3.442 4.403 0.031 -0.3596 -0.7011 0.2530
H -2.902 -8.854 -6.768 0.5597 -0.5323 0.4612
H -5.081 -0.380 -0.177 0.3541 -0.3114 0.7916
H -3.642 -2.167 4.648 -0.1514 -0.3793 -0.0504
H 4.344 -0.821 6.707 0.1969 -0.4015 0.8768
O 0.481 2.033 -5.602 -1.6967 0.7709 -3.2064
H -7.204 -2.282 3.685 0.2360 0.2495 -0.0987
H -2.646 6.623 -2.074 0.8479 0.5464 -0.4500
H 2.059 4.102 4.354 -0.0670 0.4684 -1.2596
C 0.884 -5.282 5.545 0.4939 0.1447 0.0783
F -3.601 4.548 -1.690 -0.2757 -0.6969 0.2087
O 1.234 -3.904 5.670 -0.0421 0.7987 -0.7200
H 7.221 4.899 -3.332 -0.0965 -0.9108 -0.1650
H 5.639 -4.914 -0.203 -0.7776 -0.5431 -0.9738
H -8.204 -0.530 1.970 0.0590 -0.8147 0.3676
C -2.164 -8.985 -5.941 -1.4233 1.4479 -1.3017
H -1.848 2.219 -2.766 -0.2576 0.2980 0.3479
H -9.431 -2.430 2.298 0.0645 -0.2614 -0.2663
H -7.866 -0.247 0.394 0.5798 -0.6840 -0.3436
H -0.065 -6.487 -6.197 0.0660 -0.1457 0.1384
H -2.970 -0.551 -2.573 -0.5963 -0.7014 -0.2521
O -7.042 -1.326 7.123 0.5362 0.5738 0.6000
C 5.634 3.160 -1.941 1.1994 1.1499 0.3677
C -5.768 -2.054 5.165 -0.3275 -0.2348 -0.2557
H 6.702 -3.258 1.998 0.0572 0.3581 0.7470
F -4.009 2.733 0.185 0.4543 0.7040 -0.9064
C 1.650 4.623 3.430 -0.3462 0.4692 0.8972
H 0.115 1.053 -2.009 1.2349 0.3182 -0.1919
H 0.692 7.488 -0.358 -0.5387 0.4851 0.0667
H 4.971 1.399 -3.518 0.2309 -0.3247 -0.4602
C -0.533 6.713 -1.842 0.5240 -2.2658 -1.5573
H 4.932 -2.530 -0.253 -0.0474 0.5104 1.1927
H -9.917 -2.065 0.691 -0.9758 0.5464 -0.8852
H -5.917 0.684 -8.444 -0.8628 0.9067 0.5489
H -1.862 7.947 -3.048 0.1946 -0.5172 0.3291
H 2.339 -4.249 7.407 0.1614 0.6491 -0.5595
H -2.094 0.947 -4.800 -1.0655 -0.0210 -0.6824
C 0.928 -6.280 -3.246 -0.5536 -1.0112 -1.5042
C 6.115 0.851 -0.914 -0.4750 0.0312 0.5805
H 4.779 3.798 -2.136 -0.0913 0.2741 0.1184
C 5.827 -4.805 0.836 0.2265 0.2074 0.2376
H 1.875 -6.767 -3.601 -0.9020 0.3449 0.2136
N -6.892 -3.298 1.706 -2.4473 0.9201 -0.0070
H -1.105 -0.205 -4.188 -0.2757 0.7752 0.0400
H -4.794 -2.138 3.253 0.1755 -0.2363 0.1676
C 6.921 3.986 -3.910 -0.6751 1.2304 0.3015
H 0.109 4.951 1.146 0.5396 0.1777 0.6070
H 0.321 -2.079 -0.463 -0.0685 0.1742 0.5087
H 4.599 -2.217 7.815 0.1086 0.0899 0.2912
F 1.729 4.837 0.193 0.0005 0.7749 -0.5301
```
Positions in Å, forces in eV/Å.